# 1
ORCA calculation (ωB97M-V/def2-TZVPD) on a molecular structure, C18H54AgB2N3O6Rb in a non-equilibrium geometry.

Structure (ORCA input):
```
! wB97M-V def2-TZVPD RIJCOSX def2/J DEFGRID3
* xyz 0 2
Rb 0.2961 2.1059 1.4789
Ag 3.0389 -0.3036 -1.9815
C 3.3609 3.6878 -0.7409
C 4.2320 2.3988 -0.6833
O 4.3940 1.7710 -1.8867
H 3.2786 4.1872 0.2254
H 2.4003 3.4051 -1.1775
H 3.8196 4.4281 -1.3995
H 3.7734 1.7719 0.0877
H 5.2145 2.6895 -0.2908
B 1.2110 0.0503 -0.4821
H 1.8350 0.0871 0.4693
H 1.5250 0.9205 -1.1198
H 1.2437 -0.9083 -1.0993
H 0.0998 0.1797 -0.2409
B 4.5795 -1.6537 -0.5429
H 5.1025 -2.2484 -1.3959
H 3.4484 -1.7894 -0.6259
H 5.0513 -1.9738 0.4661
H 4.8725 -0.5323 -0.7462
C 2.3348 -3.8357 -2.3622
O 2.1438 -2.5343 -2.8830
C 0.8906 -2.3734 -3.5240
C 0.7599 -1.0711 -4.3228
N 1.1331 0.1109 -3.5131
C 1.3127 1.3618 -4.2253
C 0.1856 1.7217 -5.2277
O -0.9853 2.0354 -4.4675
C -2.1175 2.1880 -5.2778
H 2.6447 -4.4926 -3.1705
H 1.5917 -4.2308 -1.6571
H 3.1102 -3.7117 -1.5974
H 0.1275 -2.3067 -2.7390
H 0.7191 -3.1995 -4.2186
H -0.2577 -0.8999 -4.6893
H 1.4020 -1.0929 -5.2106
H 0.3103 0.2113 -2.9205
H 2.1197 1.2050 -4.9543
H 1.5676 2.1852 -3.5655
H 0.0048 0.9354 -5.9588
H 0.5274 2.6553 -5.6870
H -2.6073 1.2450 -5.5398
H -1.9033 2.7916 -6.1701
H -2.8556 2.8202 -4.7729
C -3.4587 0.1897 -2.6358
O -3.8668 0.1336 -1.3026
C -3.2160 1.0169 -0.4474
C -3.0103 0.2765 0.8817
N -2.5427 1.1644 1.9322
C -2.6581 0.6009 3.2901
C -4.1389 0.5334 3.7582
O -4.7232 1.8200 3.6915
C -4.5180 2.6499 4.8249
H -3.9030 1.0579 -3.1433
H -3.8545 -0.5902 -3.2963
H -2.3810 0.1509 -2.8124
H -3.8397 1.8928 -0.2002
H -2.2684 1.4159 -0.8292
H -2.3359 -0.5552 0.6743
H -4.0173 -0.1143 1.0730
H -3.2704 1.8727 2.0761
H -2.1524 1.1976 4.0527
H -2.2500 -0.4077 3.3754
H -4.1727 0.2672 4.8214
H -4.6670 -0.2571 3.2302
H -5.4095 2.5247 5.4407
H -4.2923 3.6899 4.6040
H -3.6495 2.2724 5.3782
C 2.4412 -0.9299 3.8270
C 1.1443 -1.6936 3.5134
C 0.1923 -1.8425 4.6996
O -0.4687 -3.0749 4.5841
C -1.1583 -3.4255 5.7577
N 0.4970 -0.9954 2.3780
H 2.8980 -1.2025 4.7798
H 2.2642 0.1464 3.9047
H 3.1421 -1.1392 3.0189
H 1.3443 -2.7117 3.1675
H -0.4576 -0.9580 4.7420
H 0.7943 -1.7751 5.6175
H -1.7167 -4.3480 5.5924
H -1.9029 -2.7391 6.1742
H -0.4304 -3.6452 6.5462
H -0.0830 -1.7154 1.9532
H 1.1600 -0.7445 1.6471
*
```

## Properties
- Largest force on an atom: 0.0565 hartree/bohr
- E: -42294.8174 eV
- Gap between HOMO and LUMO (spin up / spin down): 7.038 / 6.307 eV
- LUMO level (spin up / spin down): -0.0218 / -0.0470 Eh

Just the Mulliken charges please, in e? Sure, here they are:
1. Rb 0.628
2. Ag -0.677
3. C -1.039
4. C 0.148
5. O -0.392
6. H 0.323
7. H 0.137
8. H 0.320
9. H -0.109
10. H 0.420
11. B 3.285
12. H -0.545
13. H -0.787
14. H -0.516
15. H -0.794
16. B 1.052
17. H -0.286
18. H -0.622
19. H -0.258
20. H -0.254
21. C -0.871
22. O -0.135
23. C -0.639
24. C -0.694
25. N 0.681
26. C -0.763
27. C -0.739
28. O -0.179
29. C -0.917
30. H 0.309
31. H 0.335
32. H 0.205
33. H 0.189
34. H 0.486
35. H 0.289
36. H 0.450
37. H -0.411
38. H 0.392
39. H 0.180
40. H 0.419
41. H 0.482
42. H 0.316
43. H 0.383
44. H 0.238
45. C -0.298
46. O -0.387
47. C -0.509
48. C -0.567
49. N 0.224
50. C -0.414
51. C -0.951
52. O -0.425
53. C -0.724
54. H 0.304
55. H 0.394
56. H -0.140
57. H 0.337
58. H 0.221
59. H 0.086
60. H 0.352
61. H 0.325
62. H 0.341
63. H 0.050
64. H 0.545
65. H 0.431
66. H 0.273
67. H 0.275
68. H 0.335
69. C -1.490
70. C 0.411
71. C -0.422
72. O -0.316
73. C -0.797
74. N 0.038
75. H 0.470
76. H 0.236
77. H 0.333
78. H 0.343
79. H 0.046
80. H 0.407
81. H 0.291
82. H 0.267
83. H 0.316
84. H 0.204
85. H -0.457

***

# 2
ORCA calculation (ωB97M-V/def2-TZVPD) on 10 unconnected molecules or ions with the total composition C18H54BF4O9 in a non-equilibrium geometry.

Structure (ORCA input):
```
! wB97M-V def2-TZVPD RIJCOSX def2/J DEFGRID3
* xyz -1 1
B -0.3558 -0.3440 -0.0729
F -0.3162 -1.6598 -0.3224
F -1.4951 0.0640 0.5633
F 0.7140 0.0800 0.6653
F -0.2684 0.3838 -1.3122
C -4.6166 -0.2210 -3.7553
C -3.4888 -0.3921 -2.7104
O -2.9321 0.9470 -2.4522
H -4.4677 -0.1440 -4.7827
H -5.2474 0.6116 -3.4689
H -5.0922 -0.9955 -4.0675
H -2.6344 -1.1204 -3.0743
H -3.9650 -0.6895 -1.8071
H -2.1115 0.8232 -2.0621
C 2.8480 3.1064 0.9569
C 2.8123 4.4299 0.1183
O 2.2641 5.4629 0.9009
H 2.9682 2.4291 0.2079
H 1.7821 2.7518 1.3073
H 3.4883 3.1711 1.8789
H 2.3118 4.1480 -0.8512
H 3.8622 4.8188 -0.1397
H 2.6871 6.3337 0.8724
C -3.0066 3.1459 4.3588
C -2.0535 2.3202 3.5076
O -2.9395 1.1166 3.2060
H -3.7608 3.6109 3.7190
H -2.4321 4.0176 4.8767
H -3.3255 2.5932 5.0408
H -1.1436 2.1315 3.9983
H -1.7560 2.9240 2.6036
H -2.6592 0.5098 2.5869
C 3.7337 -3.6421 1.1685
C 2.4476 -2.7363 1.0416
O 2.6867 -1.5048 1.6158
H 3.9996 -3.7577 2.1928
H 4.6243 -3.1926 0.8095
H 3.4829 -4.5112 0.6047
H 1.4939 -3.1284 1.4413
H 2.3237 -2.6059 -0.0879
H 1.9604 -0.8878 1.4930
C -0.3135 1.1501 -4.2517
C -0.3057 -0.3544 -4.5816
O -0.0642 -0.5578 -6.0298
H -0.4635 1.1600 -3.1799
H -1.0757 1.5381 -4.7881
H 0.5655 1.5919 -4.3759
H -1.1902 -0.8530 -4.3363
H 0.3698 -0.7381 -3.9901
H -0.4990 -1.4146 -6.1065
C 3.7969 1.0844 -3.4165
C 2.6772 0.9729 -2.4112
O 2.9098 0.1067 -1.3937
H 3.4082 1.2259 -4.5680
H 4.4891 0.2225 -3.5041
H 4.4675 1.8775 -3.0838
H 1.7263 0.5202 -2.9456
H 2.4163 1.9345 -1.8953
H 2.1764 0.2939 -0.7326
C -1.8966 2.1042 0.3040
C -0.4064 2.4593 0.5861
O -0.0568 3.7066 1.0401
H -2.0628 1.1154 -0.0304
H -2.1983 2.7199 -0.5155
H -2.1473 2.2587 1.1564
H 0.0980 2.5237 -0.2025
H 0.1683 1.9058 1.2134
H 0.8438 3.7535 1.2837
C -1.9959 -6.1087 0.1954
C -1.5068 -4.5910 0.4223
O -0.7281 -4.2191 -0.6667
H -2.4465 -6.3153 -0.8659
H -2.4344 -6.7526 1.0422
H -0.9702 -6.6632 0.0700
H -0.9430 -4.4297 1.4750
H -2.3444 -3.9249 0.2975
H -0.8531 -3.1940 -0.6423
C -0.1729 -1.4353 3.6454
C 0.8925 -2.0657 4.4061
O 0.5573 -2.1853 5.7647
H 0.1161 -1.1935 2.6451
H -0.3830 -0.5297 4.1543
H -0.9721 -2.1969 3.6418
H 1.7153 -1.4211 4.0900
H 1.3495 -3.0381 4.2033
H 1.2634 -2.4419 6.1078
*
```

## Properties
- Energy relative to the best compared isomer or geometry (same formula, charge and spin): 324.7 kcal/mol
- Largest force on an atom: 0.2219 hartree/bohr
- E: -49509.6421 eV
- Gap between HOMO and LUMO: 9.064 eV
- LUMO level: 0.0933 Eh

Just the Mulliken charges please, in e? Sure, here they are:
1. B 0.207
2. F 0.287
3. F -0.422
4. F -0.017
5. F -0.113
6. C -1.778
7. C 0.342
8. O -0.529
9. H 0.440
10. H 0.303
11. H 0.604
12. H 0.018
13. H 0.302
14. H 0.051
15. C -0.507
16. C -0.236
17. O -0.532
18. H 0.044
19. H 0.320
20. H 0.418
21. H 0.086
22. H 0.389
23. H 0.326
24. C -1.622
25. C 0.443
26. O -0.603
27. H 0.311
28. H 0.291
29. H 0.607
30. H 0.318
31. H 0.148
32. H 0.278
33. C -1.648
34. C 0.734
35. O -0.706
36. H 0.381
37. H 0.354
38. H 0.424
39. H 0.004
40. H 0.054
41. H 0.132
42. C -0.811
43. C -0.040
44. O -0.595
45. H -0.080
46. H 0.411
47. H 0.531
48. H 0.173
49. H 0.251
50. H 0.329
51. C -1.432
52. C 1.597
53. O -0.601
54. H 0.258
55. H 0.346
56. H 0.345
57. H -0.486
58. H -0.443
59. H -0.019
60. C -1.525
61. C -1.693
62. O -0.671
63. H 0.024
64. H 0.254
65. H 0.474
66. H 1.617
67. H 0.720
68. H 0.253
69. C -1.127
70. C 0.098
71. O -0.603
72. H 0.253
73. H 0.324
74. H 0.233
75. H 0.035
76. H 0.300
77. H 0.491
78. C -0.076
79. C -0.574
80. O -0.504
81. H -0.292
82. H 0.196
83. H 0.267
84. H 0.270
85. H 0.361
86. H 0.257

***

- Which formula does entry 2 have?
  C18H54BF4O9

***

- The lowest E belongs to which entry?
  C18H54BF4O9

***

- Which of these has the lowest largest force on an atom?
  C18H54AgB2N3O6Rb

***

- largest force on an atom of number 1 (C18H54AgB2N3O6Rb)?
  0.0565 hartree/bohr